Run w
DFT (ωB97M-V/def2-TZVPD) results for the ion C4H9NP with charge +1.

Results
**Molar mass**: 102.10 g mol⁻¹
**Charge**: +1
**HOMO-LUMO gap (alpha / beta)**: 7.102 / 8.897 eV
**Highest occupied orbital energy (alpha / beta)**: -12.88 / -13.35 eV

Cartesian coordinates (Å):
C: -0.4067 -1.8166 0.3307
C: -1.0505 -0.5267 0.0095
C: -0.4057 0.6373 0.7179
C: 0.9767 1.0138 0.2442
N: 1.0531 0.6942 -1.2399
P: 2.1927 -0.2542 -0.0503
H: -0.0554 -1.8615 1.3916
H: -1.0758 -0.3617 -1.0514
H: -2.0264 -0.6132 0.3364
H: -1.1349 1.4963 0.5134
H: -0.4455 0.6753 1.8900
H: 1.1160 2.0882 0.4564
H: -0.5329 -2.8351 -0.1501
H: 1.5736 1.4269 -1.7660
H: 0.2217 0.2370 -1.6322

***

Run x
DFT (ωB97M-V/def2-TZVPD) results for the ion C4H9NP with charge +1.

Results
**Molar mass**: 102.10 g mol⁻¹
**Charge**: +1
**HOMO-LUMO gap**: 9.097 eV
**Structure (SMILES)**: [NH3+]/C=P/C1CC1
**Highest occupied orbital energy**: -13.54 eV

Cartesian coordinates (Å):
N: 1.6270 -1.2147 2.1680
C: 1.0961 -0.5788 0.8979
P: 0.0969 0.7887 0.9576
C: -0.4758 1.2472 -0.8999
C: -1.9354 0.9948 -1.2123
C: -0.9277 0.0539 -1.7140
H: 1.7159 -0.4201 2.8103
H: 2.5709 -1.5873 2.1642
H: 1.0749 -2.0442 2.3015
H: 1.4392 -0.9019 -0.0261
H: 0.0034 2.0483 -1.2592
H: -2.5625 0.6965 -0.2749
H: -2.3040 1.7934 -1.7997
H: -0.7900 -0.9141 -1.3593
H: -0.6289 0.0383 -2.7541

***

Quick one: most stable of them? run x

***

Run w
DFT (ωB97M-V/def2-TZVPD) results for the molecule C2H5NS2.

Results
**Molar mass**: 107.20 g mol⁻¹
**Charge**: 0
**HOMO-LUMO gap**: 8.816 eV
**Structure (SMILES)**: CC(=S)NS
**Highest occupied orbital energy**: -8.74 eV

Cartesian coordinates (Å):
C: 0.5374 1.1978 -0.0446
C: 0.6599 -0.3068 -0.1419
S: 2.0879 -1.0305 0.1353
N: -0.5199 -0.9942 -0.5229
S: -2.0288 -0.6798 0.0971
H: -0.4760 1.4378 -0.2010
H: 1.0579 1.7232 -0.9445
H: 0.7224 1.5109 0.9597
H: -0.2888 -2.0271 -0.8428
H: -1.7519 -0.8313 1.5058

***

Run x
DFT (ωB97M-V/def2-TZVPD) results for the molecule C2H5NS2.

Results
**Molar mass**: 107.20 g mol⁻¹
**Charge**: 0
**HOMO-LUMO gap**: 8.931 eV
**Highest occupied orbital energy**: -8.81 eV

Cartesian coordinates (Å):
C: 0.0977 0.6027 -0.0506
C: -1.3499 0.5632 -0.3483
N: 1.8345 -1.2087 1.0948
S: 1.2247 0.3993 -1.5289
S: 0.7272 -1.0739 0.0174
H: 0.4306 1.3645 0.6867
H: -1.8594 0.7964 0.6114
H: -1.5715 -0.4890 -0.5370
H: -1.6069 1.2598 -1.1466
H: 2.0730 -2.2142 1.2011

***

Quick one: most stable of them? run w

***

Run w
DFT (ωB97M-V/def2-TZVPD) results for the molecule C2H5NS2.

Results
**Molar mass**: 107.20 g mol⁻¹
**Charge**: 0
**HOMO-LUMO gap**: 6.877 eV
**Highest occupied orbital energy**: -7.26 eV

Cartesian coordinates (Å):
C: -0.1713 -0.3940 0.3481
C: 0.9245 0.3418 -0.4182
N: -0.9540 0.4671 0.9659
S: -0.7688 -1.8965 -0.1151
S: -0.3292 -1.6513 -2.0607
H: -1.9650 0.2675 1.3176
H: 1.8652 -0.2794 -0.3243
H: 1.0795 1.2400 0.2613
H: 0.8434 0.7088 -1.3746
H: -0.5245 1.1960 1.4000

***

Run x
DFT (ωB97M-V/def2-TZVPD) results for the molecule C2H5NS2.

Results
**Molar mass**: 107.20 g mol⁻¹
**Charge**: 0
**HOMO-LUMO gap**: 9.010 eV
**Structure (SMILES)**: CN(S)C=S
**Highest occupied orbital energy**: -8.40 eV

Cartesian coordinates (Å):
C: 1.7082 1.3737 -0.0176
N: 0.5663 0.4433 0.0504
S: 1.0611 -1.2475 -0.0841
C: -0.7355 0.8560 0.0268
S: -2.0658 -0.1001 -0.0171
H: 1.4485 2.3819 0.2752
H: 2.1640 1.3418 -1.0248
H: 2.4864 0.9895 0.6670
H: 0.9549 -1.5677 1.2273
H: -0.7790 1.9353 0.0667

***

Quick one: most stable of them? run x

***

Run w
DFT (ωB97M-V/def2-TZVPD) results for the molecule C3H5NS.

Results
**Molar mass**: 87.15 g mol⁻¹
**Charge**: 0
**HOMO-LUMO gap (alpha / beta)**: 7.798 / 7.798 eV
**Highest occupied orbital energy (alpha / beta)**: -7.29 / -7.29 eV

Cartesian coordinates (Å):
C: -0.6398 0.7957 -0.1668
C: 0.6161 1.2585 -0.0519
C: -0.8981 -0.6737 0.0923
N: 1.0097 -1.2422 -0.3003
S: 1.8756 0.0203 0.1613
H: -1.4737 1.4194 -0.2899
H: 0.9807 2.1988 -0.1909
H: -1.1848 -0.5970 1.1471
H: -1.3935 -1.0969 -0.7901
H: 1.1078 -2.0829 0.3893

***

Run x
DFT (ωB97M-V/def2-TZVPD) results for the molecule C3H5NS.

Results
**Molar mass**: 87.15 g mol⁻¹
**Charge**: 0
**HOMO-LUMO gap (alpha / beta)**: 8.098 / 7.588 eV
**Highest occupied orbital energy (alpha / beta)**: -8.20 / -8.11 eV

Cartesian coordinates (Å):
C: -0.4698 0.9291 0.0443
C: 0.4172 1.4289 -0.7185
C: -0.6120 -0.6117 0.3267
N: 0.6182 -1.2909 0.2488
S: 1.4878 -1.1212 -1.1602
H: -1.2539 1.4605 0.5695
H: 0.9916 2.1166 -1.2717
H: -1.0631 -0.7472 1.3116
H: -1.2993 -0.9863 -0.4359
H: 1.1834 -1.1778 1.0854

***

Run y
DFT (ωB97M-V/def2-TZVPD) results for the molecule C3H5NS.

Results
**Molar mass**: 87.15 g mol⁻¹
**Charge**: 0
**HOMO-LUMO gap**: 8.802 eV
**Structure (SMILES)**: C=CNC=S
**Highest occupied orbital energy**: -8.59 eV

Cartesian coordinates (Å):
C: 1.8526 -0.2749 -0.1270
C: 0.5892 0.2163 -0.0448
N: -0.5707 -0.4138 0.1314
C: -1.7241 0.3252 0.0848
S: -3.2537 -0.2094 -0.1053
H: 2.6722 0.3957 -0.2951
H: 2.1005 -1.2982 0.0126
H: 0.4564 1.3569 -0.0478
H: -0.5650 -1.4755 0.1808
H: -1.5575 1.3779 0.2103

***

Run z
DFT (ωB97M-V/def2-TZVPD) results for a cluster of 2 separate species, C3H5NS in total.

Results
**Molar mass**: 87.15 g mol⁻¹
**Charge**: 0
**HOMO-LUMO gap (alpha / beta)**: 8.012 / 8.013 eV
**Highest occupied orbital energy (alpha / beta)**: -8.68 / -8.68 eV

Cartesian coordinates (Å):
C: -1.5785 0.8416 -0.1413
C: 1.0320 -0.0069 0.6516
C: 0.6466 -0.7500 -0.5933
N: 0.5083 0.6496 -0.4920
S: -2.4462 -0.4104 0.2729
H: -1.7886 1.8263 -0.3670
H: 0.3274 0.0305 1.5895
H: 2.1402 0.2740 0.7713
H: 1.4706 -1.0235 -1.3012
H: -0.3120 -1.4313 -0.3905

***

Quick one: most stable of them? run y

***

Run w
DFT (ωB97M-V/def2-TZVPD) results for a cluster of 2 separate species, C3H5NS in total.

Results
**Molar mass**: 87.15 g mol⁻¹
**Charge**: 0
**HOMO-LUMO gap**: 7.462 eV
**Structure (SMILES)**: CN=S.C#C
**Highest occupied orbital energy**: -8.32 eV

Cartesian coordinates (Å):
C: 0.0075 -1.2059 0.4317
N: 0.8246 -1.5606 1.6108
S: 1.3527 -0.3787 2.4406
H: -0.8582 -1.7389 0.6883
H: -0.1481 -0.1932 0.1459
H: 0.4919 -1.6112 -0.4772
C: -0.1009 1.9506 -0.7906
C: -0.6930 1.4006 -1.6606
H: 0.1972 2.7111 -0.0576
H: -1.0738 0.6262 -2.3313

***

Run x
DFT (ωB97M-V/def2-TZVPD) results for the molecule C3H5NS.

Results
**Molar mass**: 87.15 g mol⁻¹
**Charge**: 0
**HOMO-LUMO gap**: 8.534 eV
**Structure (SMILES)**: S=C1CNC1
**Highest occupied orbital energy**: -8.72 eV

Cartesian coordinates (Å):
S: 0.2016 -1.4561 1.0872
C: 0.0871 -0.2068 0.0517
C: -0.9110 0.2086 -1.0986
N: -0.1423 1.5086 -1.1703
C: 0.6925 1.2586 -0.0191
H: -0.7997 -0.4359 -1.9760
H: -1.9181 0.1797 -0.6920
H: -0.7685 2.2807 -1.0336
H: 0.2629 1.7665 0.9100
H: 1.7831 1.3843 -0.0160

***

Run y
DFT (ωB97M-V/def2-TZVPD) results for a structure of composition C3H5NS.

Results
**Molar mass**: 87.15 g mol⁻¹
**Charge**: 0
**HOMO-LUMO gap**: 9.317 eV
**Highest occupied orbital energy**: -8.73 eV

Cartesian coordinates (Å):
C: 1.0947 -0.0256 0.5127
C: 0.0749 0.5932 1.1446
C: 0.5345 -0.0316 -0.8434
N: -1.7839 -0.6540 0.0671
S: -1.0663 0.6433 -0.2071
H: 2.1608 -0.2356 0.8391
H: -0.1452 0.5467 2.2741
H: 1.4202 0.6355 -1.9532
H: 0.4458 -0.8814 -1.5117
H: -2.7355 -0.5907 -0.3222

***

Quick one: most stable of them? run x

***

Run w
DFT (ωB97M-V/def2-TZVPD) results for the molecule C3H5NS.

Results
**Molar mass**: 87.15 g mol⁻¹
**Charge**: 0
**HOMO-LUMO gap**: 8.870 eV
**Structure (SMILES)**: C=CNC=S
**Highest occupied orbital energy**: -8.51 eV

Cartesian coordinates (Å):
C: 0.4708 2.0385 -0.2787
C: 1.2640 1.0250 -0.7157
N: 1.0653 -0.3261 -0.4351
C: 0.0791 -1.0679 0.1268
S: -1.4461 -0.8053 0.6312
H: -0.4589 1.9142 0.3310
H: 0.7809 3.0440 -0.4692
H: 2.1769 1.2143 -1.3026
H: 1.8153 -0.9325 -0.7280
H: 0.4821 -2.0459 0.3210

***

Run x
DFT (ωB97M-V/def2-TZVPD) results for the molecule C3H5NS.

Results
**Molar mass**: 87.15 g mol⁻¹
**Charge**: 0
**HOMO-LUMO gap**: 8.952 eV
**Structure (SMILES)**: S=CN1CC1
**Highest occupied orbital energy**: -8.56 eV

Cartesian coordinates (Å):
S: 2.6920 0.2604 0.0019
C: 1.3561 -0.6646 -0.1972
N: 0.1282 -0.1687 -0.5418
C: -0.5221 1.0161 -0.0739
C: -1.1026 -0.3351 0.2153
H: 1.4702 -1.8003 -0.0844
H: -0.0087 1.5155 0.7258
H: -0.9696 1.5915 -0.8441
H: -1.0859 -0.7828 1.2005
H: -1.9577 -0.6321 -0.4021

***

Quick one: most stable of them? run w